Entry 1:
C2H7N3 in the gas phase in a non-equilibrium geometry, computed with the ωB97M-V functional and the def2-TZVPD basis.

```
12
Properties=species:S:1:pos:R:3:forces:R:3
C 2.222266 0.009336 -0.011436 0.259 -1.089 0.257
N 0.796180 -0.348439 0.076633 -0.196 2.294 -0.133
N 0.183418 0.755170 0.130758 0.180 -0.774 -0.551
N -1.128588 0.718166 -0.048530 -0.633 0.008 0.258
C -1.922326 -0.490624 -0.033826 0.208 -0.148 0.016
H 2.716606 -0.390849 0.874280 0.250 0.003 -0.044
H 2.442997 1.076433 -0.113225 -0.381 -0.148 0.082
H 2.604877 -0.521658 -0.885531 0.194 0.044 0.071
H -1.582740 1.601303 0.125299 0.245 -0.131 0.047
H -1.295308 -1.294981 -0.415172 -0.143 -0.016 -0.013
H -2.791649 -0.363621 -0.677556 0.012 0.025 0.044
H -2.245733 -0.750236 0.978305 0.002 -0.068 -0.034
```
Forces are in eV/Å.

Output
- lowest unoccupied orbital energy (hartree) = 0.0440
- Kohn-Sham gap (eV) = 10.061
- total charge = 0
- energy above the lowest of the compared OMol25 structures with the same formula, charge and spin (eV) = 2.086

Entry 2:
A molecular structure, C30H30CoN6OP2 in a non-equilibrium geometry, computed with the ωB97M-V functional and the def2-TZVPD basis.

```
70
Properties=species:S:1:pos:R:3:forces:R:3
Co -1.522791 0.164708 0.435444 1.406 -0.418 -0.350
C 0.292236 4.568245 2.990652 0.098 1.086 0.144
N 0.093181 3.161578 2.772883 -0.329 -0.797 -0.517
C 0.515338 2.154673 3.575312 -0.022 -0.718 0.151
C 0.052975 0.987922 3.027740 0.252 -0.153 0.456
N -0.641771 1.284930 1.899591 -0.351 0.017 -0.614
C -0.603742 2.616412 1.759931 -0.209 0.423 -0.404
P -1.411112 3.601181 0.435503 0.075 -0.753 -0.043
C -0.747478 2.631824 -0.983820 -0.117 0.507 0.459
N -0.755217 1.298347 -1.094351 -0.219 0.096 0.466
C -0.242916 1.002851 -2.316001 0.155 -0.198 -0.540
C 0.082411 2.170867 -2.948496 0.019 -0.702 -0.086
N -0.242369 3.179895 -2.104806 -0.211 -0.739 0.550
C -0.084474 4.583990 -2.377946 0.053 1.035 -0.118
C -3.002428 2.686898 0.462622 0.453 0.606 0.024
N -3.170278 1.353744 0.377886 0.552 0.031 0.180
C -4.510734 1.148552 0.286773 -0.814 -0.145 -0.033
C -5.152124 2.359167 0.322801 -0.163 -0.870 -0.074
N -4.194330 3.309977 0.434941 0.764 -0.957 0.014
C -4.404407 4.734626 0.488452 -0.101 1.083 -0.001
H 1.037474 4.726523 3.767584 -0.026 -0.110 -0.065
H -0.641672 5.031277 3.307223 0.039 0.009 0.047
H 0.633133 5.048137 2.073670 0.042 -0.029 0.089
H 1.091386 2.316846 4.464779 0.099 0.086 0.141
H 0.175924 -0.021125 3.371014 0.087 -0.109 0.099
H -0.141198 -0.004499 -2.666549 0.066 -0.248 -0.110
H 0.513802 2.326363 -3.917290 0.059 0.122 -0.160
H 0.416851 4.703734 -3.337436 -0.045 -0.006 0.118
H 0.513923 5.058775 -1.599470 0.017 -0.049 -0.114
H -1.057673 5.075973 -2.423594 0.085 -0.060 -0.069
H -4.935091 0.167784 0.192092 -0.132 -0.121 0.036
H -6.199065 2.583723 0.268502 -0.174 0.080 0.023
H -5.467483 4.944683 0.600141 0.106 -0.097 -0.022
H -4.044391 5.205632 -0.428924 -0.115 -0.064 0.068
H -3.874065 5.168881 1.337521 -0.102 -0.096 -0.049
O -0.620366 -1.552069 0.281601 -3.343 3.459 0.903
P 0.603808 -2.372274 -0.095552 2.942 -2.513 -1.361
C 2.092220 -1.522533 0.489052 -0.619 -0.171 -0.040
C 3.171105 -2.228937 1.015117 -0.214 -0.053 -0.104
C 4.269157 -1.532010 1.489934 0.149 0.018 -0.001
C 4.311886 -0.146739 1.412041 -0.137 -0.070 0.043
C 3.236137 0.555847 0.881251 0.068 -0.069 -0.090
C 2.128764 -0.131510 0.422825 -0.097 -0.040 0.023
C 0.538897 -4.046173 0.604329 -0.369 0.983 -0.235
C 1.199405 -5.093264 -0.038121 0.125 0.190 -0.118
C 1.334633 -6.312557 0.603798 -0.258 0.076 -0.034
C 0.773525 -6.488557 1.861403 -0.010 -0.069 -0.049
C 0.093244 -5.450065 2.483920 -0.170 0.047 0.123
C -0.058922 -4.229400 1.847072 0.468 -0.123 0.162
C 0.673182 -2.542192 -1.911852 -0.108 0.328 1.352
C -0.469840 -3.016734 -2.542854 -0.116 0.022 -0.301
C -0.488456 -3.101127 -3.926186 -0.195 -0.097 0.259
C 0.631051 -2.727709 -4.651755 0.028 0.064 -0.254
C 1.772228 -2.276725 -4.010311 0.229 0.056 0.152
C 1.808903 -2.189193 -2.625199 -0.017 0.114 -0.244
H 3.148969 -3.309891 1.038349 0.022 -0.042 0.139
H 5.094380 -2.075590 1.924789 0.093 -0.021 -0.028
H 5.179504 0.384569 1.770934 0.086 0.045 0.039
H 3.270024 1.631006 0.805040 0.049 0.154 0.030
H 1.283005 0.408896 0.016113 0.092 0.081 -0.046
H 1.598070 -4.959524 -1.033603 0.124 0.029 -0.058
H 1.847025 -7.123554 0.109899 0.026 -0.074 -0.018
H 0.838456 -7.455558 2.341393 0.099 0.046 0.098
H -0.306593 -5.585409 3.478255 -0.141 -0.088 -0.013
H -0.588397 -3.419164 2.324927 -0.060 0.055 0.136
H -1.327782 -3.327104 -1.963351 -0.123 -0.032 0.022
H -1.373277 -3.463765 -4.425589 -0.046 -0.060 -0.094
H 0.614680 -2.792921 -5.730678 0.005 -0.010 -0.039
H 2.643248 -1.984951 -4.576304 0.074 -0.064 -0.117
H 2.706305 -1.856214 -2.125059 0.046 0.087 0.066
```
Forces are in eV/Å.

Output
- lowest unoccupied orbital energy (alpha / beta) (hartree) = -0.3084 / -0.4631
- Kohn-Sham gap (alpha / beta) (eV) = 8.015 / 3.804
- spin multiplicity = 5
- total charge = +3